The following is a quantum chemistry calculation of a structure of composition C10H7Br3N2 at a distorted geometry, from the OMol25 dataset.

Properties
Relative energy (zero: lowest compared OMol25 entry of this formula, charge and spin) = 0.000 eV
E_tot = -223588.7407 eV
E_HOMO = -9.023 eV
Kohn-Sham gap = 0.3365 Ha

XYZ file:
```
22
C10H7Br3N2, DFT ωB97M-V/def2-TZVPD
C 0.65548 2.70034 0.28160
C 1.69681 2.29277 -0.62949
C 0.10207 1.71733 1.05401
C 2.08940 1.01048 -0.71374
C -0.23191 -3.46813 1.94211
C -1.39848 -3.62299 0.16550
C 0.44972 0.38921 0.88455
C 1.48194 0.03083 0.07039
C -0.57483 -2.20570 1.60247
C -0.23507 -0.86182 2.18857
N -0.75789 -4.33044 0.99402
N -1.48083 -2.28319 0.56223
Br 2.10792 -1.78043 -0.13491
Br 1.23551 -0.74753 3.45074
Br -1.83589 0.10753 2.91613
H 0.21906 3.68166 0.23667
H 2.32100 3.06075 -1.16443
H -0.50043 1.97823 1.96509
H 3.01173 0.97667 -1.31171
H 0.50580 -3.70113 2.77721
H -1.95892 -3.91885 -0.61300
H -1.97024 -1.61610 0.14070
```